Record 1
12
Properties=species:S:1:pos:R:3:forces:R:3:mulliken_charge:R:1 method="wB97M-V/def2-TZVPD" smiles="O=C1CCOC1" homo_lumo_gap_ha=0.39160 charge=0 energy_ev=-8338.85051
O 0.267087 -0.874118 2.062034 1.00 -0.46 -0.44 -0.5654
C 0.114514 -0.624230 0.888761 0.31 -0.31 0.53 0.4647
C 1.098641 -0.161794 -0.155287 0.08 0.02 0.03 -0.3890
C 0.228665 0.819789 -0.958940 0.18 0.09 0.11 -0.4438
O -1.136168 0.390823 -0.808075 -0.13 0.13 0.53 -0.3701
C -1.266985 -0.363609 0.388070 0.00 -0.38 0.46 -0.3640
H 1.408356 -1.025963 -0.753406 -0.05 0.12 0.01 0.2551
H 1.974365 0.298946 0.304298 -0.07 -0.11 -0.10 0.3117
H 0.322806 1.837341 -0.560229 0.07 -0.10 0.01 0.2679
H 0.492801 0.851071 -2.024702 -0.31 -0.10 0.29 0.2723
H -1.934186 -1.204261 0.196256 0.31 -0.19 0.03 0.2918
H -1.515381 0.004062 1.424051 -1.39 1.28 -1.47 0.2688

---

Record 2
109
Properties=species:S:1:pos:R:3:forces:R:3:mulliken_charge:R:1 method="wB97M-V/def2-TZVPD" homo_lumo_gap_ha=0.28226 charge=+1 energy_ev=-77057.25419
C -0.257282 3.493293 -0.698822 0.14 0.11 0.03 -1.8646
C -0.669495 2.961927 -1.857827 0.14 -0.21 0.39 -0.5844
C -0.481838 1.547029 -2.398289 1.90 -0.05 -1.21 3.3494
C -0.399576 1.725670 -3.930454 -0.44 0.31 0.02 -1.0590
C 0.544095 2.852212 -4.372339 0.00 -0.29 -0.54 -1.5584
O -0.216353 3.947094 -4.863713 0.38 0.02 0.39 -0.3050
Si 0.348351 5.521760 -4.730066 -0.21 0.52 -0.27 0.5328
C -0.416488 6.303647 -3.211454 -0.24 -0.36 0.00 -1.0811
C 2.221646 5.620977 -4.719622 -0.24 0.09 0.07 -1.1675
C -0.348898 6.416244 -6.215912 -0.31 -0.40 -0.03 -1.1780
C 0.814309 0.882862 -1.871187 -0.37 -0.47 1.29 0.8396
N 1.503405 0.019986 -2.796213 -0.20 0.01 -0.33 -0.3812
F 1.762565 1.800304 -1.516242 0.09 0.36 -0.60 -0.4532
C 0.369717 0.113977 -0.537076 0.02 0.25 0.24 -1.8825
P 1.045366 0.960165 0.997885 1.02 1.34 -0.58 0.2118
C 2.139764 -0.219736 1.856039 -0.43 -0.39 -0.01 -0.5393
C -0.126729 1.644785 2.210524 -0.51 -0.49 0.43 -1.1200
N -1.119922 -0.299111 -0.746852 1.01 -0.45 -0.49 1.5845
C -2.015286 -0.173592 0.451294 -0.26 0.09 0.46 -1.8609
C -1.869086 -1.185232 1.591574 -0.19 -0.15 0.11 -1.9290
O -0.560775 -1.551528 1.968948 0.00 -0.12 -0.39 0.0750
C -0.551825 -2.858276 2.546722 0.11 -0.26 0.36 -0.1190
C 0.857998 -3.385802 2.714465 -0.13 -0.03 -0.01 -1.1333
C -1.035588 -1.780975 -1.049384 -0.16 -0.48 0.02 -2.8737
O -2.309872 -2.295727 -1.089444 0.08 0.10 -0.31 0.2705
C -2.325318 -3.721639 -1.245525 -0.34 -0.13 0.37 -0.6061
C -3.737376 -4.171205 -1.599012 -0.35 0.45 0.08 -0.5304
C -4.820407 -3.238628 -1.047355 -0.05 -0.09 -0.02 -1.0431
C -1.613896 0.543166 -1.977922 -1.78 1.27 -0.24 0.6908
S -3.074865 1.617586 -1.399135 -0.15 -0.43 0.39 -0.4627
C -2.332313 -0.274849 -3.096596 0.65 -0.45 -0.29 -2.5957
C -1.580577 -1.130211 -4.140552 0.23 -0.15 -0.20 -0.3825
O -1.821067 -2.522249 -3.890160 0.20 0.06 0.27 -0.5151
C -2.045990 -0.812467 -5.569435 -0.19 -0.20 0.23 -1.2300
N -3.499344 -0.972170 -5.674583 0.09 0.23 -0.27 -0.5485
H 0.730757 3.348057 -0.286771 -0.42 -1.07 0.67 0.5062
H -0.920953 4.146580 -0.137631 0.43 1.10 -0.76 0.3213
H -1.182624 3.608888 -2.566767 -1.26 -0.38 0.54 0.8296
H -0.128297 0.822584 -4.451476 0.13 -0.12 0.13 0.1689
H -1.391879 2.010110 -4.292926 0.01 0.06 -0.01 0.6978
H 1.243612 3.143288 -3.582695 -0.13 0.04 0.10 0.4641
H 1.150895 2.469255 -5.199213 0.07 0.01 0.06 0.4430
H -0.521506 7.381163 -3.340239 0.19 0.04 0.11 0.4519
H 0.085461 6.070862 -2.271942 0.08 0.12 -0.01 0.2958
H -1.435338 5.907255 -3.130559 -0.02 0.07 0.01 0.2705
H 2.714392 4.675484 -4.945959 0.07 0.02 0.05 0.3303
H 2.573470 6.006036 -3.761283 0.12 -0.16 0.02 0.2882
H 2.516075 6.347022 -5.479350 0.07 -0.05 -0.03 0.4177
H 0.386715 6.570054 -7.004956 0.01 0.12 0.03 0.3544
H -0.816473 7.360967 -5.937971 0.19 0.12 -0.06 0.3484
H -1.146143 5.799392 -6.641479 0.01 0.01 -0.02 0.2765
H 1.240339 -0.952957 -2.742703 0.06 -0.02 0.05 0.1950
H 2.503552 0.117725 -2.679288 0.00 -0.05 0.05 0.3807
H 0.990887 -0.780839 -0.586590 -0.35 -0.25 0.30 0.6101
H 3.072258 0.308273 2.041828 -0.03 0.01 0.17 0.6194
H 1.709267 -0.610937 2.774344 0.09 0.04 0.05 -0.3367
H 2.373515 -1.056338 1.194387 -0.03 -0.03 0.04 0.3932
H -0.897810 2.256562 1.745869 0.14 0.09 -0.14 0.3329
H 0.466348 2.313040 2.836355 0.10 -0.02 -0.07 0.5306
H -0.610104 0.922108 2.872075 0.03 -0.07 -0.06 0.2226
H -1.991136 0.846822 0.805062 0.39 0.09 -0.07 1.1070
H -3.031802 -0.339616 0.099370 0.05 -0.05 -0.15 0.9746
H -2.432348 -2.082448 1.323640 0.05 -0.01 -0.09 0.5304
H -2.403961 -0.737310 2.439664 0.03 0.04 -0.01 0.3645
H -1.122491 -3.552794 1.917296 -0.05 0.11 -0.07 0.1317
H -1.052595 -2.841972 3.521414 -0.05 0.19 -0.03 0.4491
H 1.528043 -2.630003 3.115489 0.00 -0.03 0.04 0.0049
H 1.261182 -3.770665 1.777095 0.07 0.12 -0.02 0.2698
H 0.825992 -4.212048 3.425246 0.06 -0.04 -0.04 0.5184
H -0.456430 -2.232508 -0.238421 0.01 0.18 0.10 1.3528
H -0.482922 -1.942028 -1.979710 -0.16 0.23 -0.14 0.7189
H -2.035309 -4.156317 -0.279921 0.19 -0.02 -0.07 0.3700
H -1.623116 -4.013638 -2.025590 0.10 -0.03 0.11 0.3129
H -3.854574 -4.213445 -2.681344 0.08 -0.15 0.00 0.2961
H -3.911196 -5.158546 -1.171013 0.19 -0.13 -0.21 0.3877
H -5.802544 -3.686850 -1.193442 0.01 -0.04 0.01 0.4771
H -4.698167 -3.058027 0.022965 0.01 0.04 -0.01 0.1982
H -4.829426 -2.283553 -1.571352 0.07 0.05 0.08 0.2085
H -3.265747 2.184395 -2.594010 0.15 0.01 -0.06 0.3293
H -2.906772 0.451990 -3.660651 0.05 0.10 0.05 1.2687
H -3.071614 -0.911074 -2.622509 -0.05 0.02 -0.01 0.4470
H -0.499202 -0.978202 -4.109537 0.00 0.15 0.11 0.6484
H -1.079292 -3.012382 -4.264054 -0.21 -0.02 -0.15 0.4184
H -1.548838 -1.536615 -6.217743 0.00 0.07 -0.08 0.5822
H -1.713661 0.183704 -5.868839 0.06 0.00 0.02 0.2077
H -3.949237 -0.072371 -5.788851 -0.02 -0.01 0.07 0.2071
H -3.731728 -1.486294 -6.513753 -0.05 -0.14 0.10 0.2679
C 3.654903 -4.266346 6.645966 -0.02 -0.03 -0.03 -1.5671
C 3.032287 -2.971281 6.148474 0.08 -0.02 0.01 0.1488
N 2.531392 -2.125664 7.217479 0.01 0.05 -0.05 0.0844
C 1.715580 -1.026141 6.741017 -0.20 0.04 -0.04 -0.7616
C 2.378890 0.050578 5.871163 -0.08 0.06 -0.02 -0.8671
C 3.490293 -1.797165 8.262440 0.09 -0.06 0.16 -0.7748
C 4.781385 -1.076412 7.853915 -0.02 0.05 0.05 -0.9505
H 2.948743 -4.824066 7.262035 0.01 0.03 0.04 0.3463
H 3.934529 -4.890434 5.796048 0.00 0.00 0.00 0.4510
H 4.558500 -4.090858 7.229213 0.00 0.00 0.00 0.3363
H 2.179228 -3.220354 5.509060 -0.02 0.06 0.01 0.0519
H 3.763260 -2.456442 5.502374 0.00 -0.01 -0.01 0.1794
H 1.247206 -0.546209 7.604276 0.06 -0.01 0.04 0.3602
H 0.888175 -1.463842 6.169613 0.04 -0.05 -0.02 0.4079
H 2.995010 0.733106 6.453890 0.06 -0.05 -0.01 0.3327
H 1.605051 0.654050 5.388513 0.00 0.00 0.00 0.3148
H 2.996030 -0.385483 5.083540 0.02 0.00 0.01 0.2030
H 3.761795 -2.724400 8.770374 -0.02 -0.04 -0.06 0.4185
H 2.966821 -1.208082 9.019123 -0.04 0.04 -0.06 0.3801
H 5.218159 -1.502209 6.949139 0.00 -0.02 0.01 0.2433
H 5.521246 -1.172430 8.649963 0.00 -0.01 0.00 0.3772
H 4.626943 -0.011048 7.688549 -0.01 -0.01 -0.07 0.2740